165
Properties=species:S:1:pos:R:3:forces:R:3 method="wB97M-V/def2-TZVPD" energy_ev=-117524.2031 total_charge=-1 de_lowest_kcal_mol=0.0
C 2.215434 4.315780 1.535704 -0.1116 -0.0401 -0.0102
C 2.897017 3.340109 0.563113 -1.5880 0.6077 1.2545
N 1.864129 2.622529 -0.217757 1.5123 -0.9433 -1.5526
C 1.950677 2.799909 -1.664765 -0.8593 1.6020 -0.3758
C 0.851519 3.793890 -2.143619 0.3226 -0.8093 -0.2040
C 1.614527 1.327301 0.206926 -0.7079 -0.2107 1.1823
S 0.956997 1.055574 1.670690 0.2025 -0.0244 0.1138
S 2.033936 -0.119774 -0.763664 0.3029 -0.0579 -0.7107
C 0.445816 -0.431768 -1.629329 -0.5138 0.3363 0.7208
C -0.530130 -1.288192 -0.829129 -0.1752 -0.7696 -0.2779
C -1.998000 -0.914874 -1.121936 0.3005 0.0184 0.5587
B -2.785504 -0.178978 0.088883 -0.4692 0.9374 -0.3453
O -1.985518 0.392399 1.189073 0.7961 -0.1695 0.1547
C -2.930210 0.810729 2.126960 -0.0748 -0.5123 -0.7097
C -4.187128 -0.126751 1.841500 0.1343 1.2471 1.5943
C -5.513286 0.660781 1.630982 0.0443 -0.2959 0.0397
C -6.351623 0.114172 0.491865 -0.0855 1.0277 -0.4135
C -7.542840 1.025897 0.103084 -0.1464 -0.8552 0.0817
S -7.281337 1.954994 -1.448664 0.6879 0.5153 -0.0039
C -7.611416 3.655334 -0.989558 -1.3756 -0.6536 0.2841
S -8.887380 3.921556 0.039184 -0.0446 0.2573 0.2479
N -6.910662 4.656435 -1.552111 1.1642 -0.7175 0.5784
C -5.668569 4.303862 -2.249885 0.4590 0.5327 -0.2625
C -4.518439 3.756935 -1.393964 -0.1499 -0.2264 -0.4895
C -6.818736 5.895544 -0.777446 -0.2363 0.7545 0.1509
C -6.155375 5.795954 0.599766 0.6362 -0.1098 -0.6954
O -3.811952 -0.978425 0.835331 0.0388 -0.4812 -0.4206
H 2.771174 4.411581 2.462272 0.2999 0.2787 0.0538
H 2.045853 5.285202 1.076334 0.1702 0.2600 -0.0126
H 1.241633 3.941772 1.814723 -0.2052 -0.2862 0.0446
H 3.433905 2.618061 1.165048 0.4220 -0.1872 -0.1319
H 3.547879 3.935528 -0.061840 0.2485 -0.3642 -0.4119
H 2.898582 3.249141 -1.947120 0.4194 -0.3008 0.0185
H 1.810973 1.889636 -2.229666 0.1975 -0.3654 0.3279
H 0.034720 3.766713 -1.433329 -0.1715 0.2660 0.1144
H 0.466707 3.439693 -3.096568 -0.1303 0.0896 -0.2138
H 1.238347 4.793944 -2.305847 -0.0752 0.2653 0.2694
H 0.650478 -0.832736 -2.614271 0.2632 -0.1420 -0.1949
H -0.035991 0.532456 -1.765485 0.1487 0.3106 -0.1309
H -0.395997 -2.331235 -1.105087 0.3525 -0.1079 0.0444
H -0.271103 -1.219753 0.222007 -0.2142 0.2543 0.2487
H -2.001181 -0.276009 -2.008108 -0.1728 0.1277 -0.0801
H -2.584938 -1.792270 -1.400616 0.0147 -0.2491 -0.0365
H -3.402967 0.802488 -0.370505 -0.3311 0.2566 -0.4064
H -2.558934 0.639549 3.140634 0.1001 0.0651 0.1140
H -3.117949 1.887894 1.999972 -0.3859 -0.0137 0.0275
H -4.316283 -0.631060 2.805669 -0.1545 -0.7127 -0.1813
H -6.088897 0.571945 2.552757 -0.1522 0.0731 0.1715
H -5.346594 1.729662 1.508202 0.2085 0.1799 -0.3042
H -5.704380 0.019612 -0.371077 0.1913 -0.3197 -0.1844
H -6.744010 -0.864315 0.740272 0.0226 -0.2802 0.0060
H -8.384342 0.369263 -0.086847 -0.3553 0.0886 -0.1392
H -7.860475 1.700801 0.888595 0.1044 0.2713 -0.0069
H -5.314717 5.217957 -2.719194 -0.1745 0.2322 -0.1114
H -5.880420 3.632853 -3.071838 -0.2876 -0.2722 -0.0395
H -4.810361 3.569231 -0.372783 0.0263 0.0215 0.3059
H -3.648473 4.400177 -1.447924 0.0868 0.3057 0.2786
H -4.205523 2.809896 -1.799630 0.1398 -0.4933 0.0421
H -7.801284 6.337519 -0.670321 -0.3152 -0.1726 -0.0710
H -6.241501 6.588543 -1.373752 0.0574 0.1034 -0.2813
H -6.376839 6.676591 1.190178 -0.2889 0.0683 0.1884
H -5.079296 5.794325 0.452200 0.2345 -0.0657 0.1151
H -6.405398 4.888462 1.125747 -0.3193 -0.1141 0.2904
C -7.163888 8.872453 -6.391103 -0.0921 -0.0001 -0.1773
C -6.428126 7.624527 -5.911401 -0.0037 0.3013 0.1699
C -6.993468 7.030358 -4.613108 0.0286 -0.2727 -0.0734
O -6.655285 7.741231 -3.436887 -0.0949 0.0811 -0.1857
C -7.443637 8.886538 -3.178684 0.1951 -0.0036 0.1985
N -4.998980 7.932309 -5.799335 -0.0043 -0.1825 0.0920
H -6.879685 9.760486 -5.827384 0.0148 -0.0366 0.0741
H -6.922620 9.069963 -7.435919 0.0516 -0.0054 0.0178
H -8.246226 8.748206 -6.316212 0.0063 0.0038 0.0274
H -6.547396 6.860543 -6.685318 0.0124 -0.0734 0.0607
H -6.560740 6.035412 -4.482712 0.0165 0.0193 0.0507
H -8.081202 6.894734 -4.675550 -0.0141 0.0985 -0.0302
H -8.479181 8.746100 -3.500866 0.0055 0.0081 -0.0523
H -7.019689 9.773393 -3.656112 -0.1333 0.0384 -0.0648
H -7.433361 9.053616 -2.100921 -0.0156 -0.0562 0.0044
H -4.490806 7.078108 -5.586430 0.0249 0.0034 -0.1139
H -4.873034 8.505561 -4.968793 -0.0032 0.0698 -0.0590
C 2.942673 -0.856517 4.312160 -0.1505 0.0934 0.0018
C 4.074897 -1.288157 3.388261 -0.0033 0.0266 0.3296
C 4.367912 -2.793642 3.420362 0.0276 -0.0261 -0.3521
O 5.070775 -3.254239 4.563674 -0.1187 -0.0329 0.0298
C 4.271691 -3.451559 5.711597 0.2817 0.0196 0.0926
N 5.269940 -0.490311 3.693541 0.1231 -0.1690 -0.1124
H 3.251765 -0.791727 5.356974 0.1095 -0.0869 -0.0129
H 2.592246 0.133010 4.022267 0.0048 -0.0053 -0.0156
H 2.094668 -1.540128 4.244943 -0.0110 0.0180 -0.0251
H 3.761999 -1.051972 2.366788 0.0116 -0.0490 -0.0237
H 5.017441 -3.027045 2.572155 0.0571 -0.0195 0.0493
H 3.447536 -3.376334 3.284122 -0.0606 0.0608 0.0644
H 3.269904 -3.804403 5.451359 -0.0463 0.0858 0.0012
H 4.202198 -2.537886 6.306559 -0.1741 0.0001 0.0029
H 4.762006 -4.211134 6.323349 -0.0053 -0.0214 -0.0255
H 5.990469 -0.697398 3.007038 -0.0434 0.0993 -0.0558
H 5.655780 -0.838214 4.567850 -0.0543 0.0725 0.0420
C -2.393041 -5.182746 -2.010280 -0.1906 0.0782 0.0767
C -1.565856 -4.557629 -3.129213 0.0679 -0.2250 0.1920
C -1.482522 -5.421723 -4.397212 -0.0158 0.2577 -0.1052
O -0.607764 -6.537657 -4.308472 -0.1399 -0.0672 -0.0526
C -1.140915 -7.664843 -3.644253 0.2716 -0.0011 -0.0149
N -0.242866 -4.225661 -2.602304 0.0039 -0.2178 -0.4262
H -1.844748 -5.961416 -1.478762 0.0546 -0.0146 -0.0612
H -2.657186 -4.422147 -1.275347 0.0565 0.0237 -0.0093
H -3.321459 -5.613528 -2.393804 0.0107 -0.0142 -0.0015
H -2.061542 -3.623827 -3.413302 0.0161 -0.0100 -0.0783
H -1.075642 -4.802756 -5.201156 0.0763 -0.0430 0.0081
H -2.480157 -5.748269 -4.722142 -0.0171 -0.0657 0.0944
H -2.213135 -7.775195 -3.829928 -0.0285 0.0332 0.0539
H -0.954024 -7.612669 -2.568589 -0.1593 -0.0264 0.0372
H -0.627727 -8.547652 -4.030541 -0.0075 0.0216 -0.0423
H 0.273351 -3.710726 -3.311256 0.0015 0.1372 0.1106
H 0.280901 -5.093612 -2.506417 0.1243 0.0737 0.2087
C 4.211015 -6.714684 4.435553 -0.0855 0.0942 -0.1543
C 3.729346 -8.153870 4.283870 0.2821 0.1301 0.1905
C 3.162372 -8.755183 5.578240 -0.1904 -0.1434 -0.1379
O 4.134026 -9.127041 6.538724 -0.0504 0.1235 0.0309
C 4.637710 -8.064119 7.326705 0.1295 -0.2022 0.0290
N 4.820310 -8.965943 3.733629 -0.1472 -0.1763 0.0352
H 5.182954 -6.648957 4.923647 -0.0048 -0.0580 0.0431
H 4.320699 -6.250763 3.455453 0.0288 -0.0203 -0.0103
H 3.498185 -6.118359 5.006149 -0.0013 -0.0185 0.0177
H 2.913945 -8.148360 3.554349 -0.0437 -0.0713 0.0303
H 2.643149 -9.682104 5.319810 0.0554 -0.0402 0.0377
H 2.415509 -8.089525 6.030696 0.0667 0.0939 -0.0120
H 3.869033 -7.313735 7.532282 0.0030 0.0375 -0.0550
H 5.499416 -7.592596 6.849082 -0.0586 0.1446 0.0189
H 4.972446 -8.488479 8.273516 -0.0408 -0.0306 -0.0050
H 4.470530 -9.898687 3.531685 -0.0054 0.0348 -0.0978
H 5.497986 -9.113385 4.477310 0.0536 0.0881 -0.0451
C 7.527932 8.197176 0.346008 0.1815 0.0848 0.0092
C 6.950006 7.516023 1.583269 -0.1684 0.0358 -0.2935
C 6.704333 6.009932 1.406738 0.0495 -0.0849 0.2785
O 5.566897 5.679480 0.636029 0.1337 0.0165 -0.1539
C 5.752163 5.752725 -0.765686 -0.2517 -0.0147 0.0713
N 5.734424 8.226938 1.989870 0.0008 -0.1554 0.1171
H 6.770194 8.381040 -0.414665 -0.0492 -0.0659 0.0148
H 7.948022 9.166582 0.615317 -0.0483 0.0086 0.0251
H 8.326076 7.599789 -0.099724 -0.0219 -0.0156 -0.0103
H 7.686449 7.623212 2.385532 -0.0295 -0.0747 0.0474
H 6.515467 5.583016 2.395141 -0.0668 -0.0108 -0.0181
H 7.594880 5.504398 1.008952 0.0165 0.0801 -0.0828
H 6.765118 5.459728 -1.056203 0.0292 0.0465 0.0092
H 5.530407 6.754564 -1.140761 0.1306 0.0117 -0.0802
H 5.045149 5.063838 -1.228253 0.0220 -0.0329 0.0263
H 5.406590 7.845996 2.873131 0.0391 0.0855 0.0371
H 5.000031 7.981200 1.330529 0.0195 0.0770 -0.0359
C 2.672369 -7.038340 -0.063126 -0.1606 -0.0437 0.1632
C 2.382247 -7.534424 -1.477412 0.2869 0.2190 0.1599
C 3.354267 -8.619363 -1.964269 -0.1861 -0.1244 -0.1455
O 4.635271 -8.149416 -2.337635 -0.0072 -0.0712 0.1079
C 5.528573 -7.917857 -1.263319 0.0854 0.0850 -0.1838
N 2.342057 -6.381831 -2.380978 -0.0029 -0.2895 -0.2716
H 3.509314 -6.341713 -0.034281 0.0401 -0.0267 -0.0572
H 1.805874 -6.506827 0.330624 0.0013 0.0478 -0.0560
H 2.891353 -7.868501 0.612635 0.0460 -0.0030 -0.0088
H 1.384909 -7.986070 -1.464567 0.0174 -0.0623 -0.0806
H 2.934893 -9.063971 -2.871158 0.0476 0.0404 -0.0425
H 3.446165 -9.428907 -1.227077 0.0177 0.0742 0.0932
H 5.383972 -8.638867 -0.453837 -0.0487 0.0407 0.0432
H 5.426934 -6.901280 -0.878050 -0.0092 -0.0491 0.1493
H 6.541667 -8.027174 -1.650912 -0.0205 -0.0337 -0.0324
H 2.041605 -6.692542 -3.302864 -0.1628 0.0806 0.0369
H 3.299171 -6.070631 -2.527019 -0.0273 0.1080 0.1147